Entry 1:
The following is a DFT calculation (ωB97M-V/def2-TZVPD) of C32H29Cl2MnN8O6S2 as an isolated structure at a distorted geometry.

The calculation puts the electronic energy at -4994.1509 hartree. Its expectation value of S² is 0.8139. Its LUMO energy (spin up / spin down) is 2.470 / 2.470 eV. The energy above the lowest of the compared OMol25 structures with the same formula, charge and spin is 0.0 kJ/mol. Its highest occupied orbital energy (spin up / spin down) is -0.1756 / -0.1534 hartree. The max |F| comes out at 1.81 eV Å⁻¹.

```
! RIJCOSX wB97M-V def2-TZVPD def2/J DEFGRID3
* xyz -1 2
Mn -0.98 0.00 0.62
C 0.28 -1.70 5.87
C -0.13 -2.45 4.77
C -0.77 -1.82 3.71
C -0.99 -0.46 3.75
C -0.59 0.29 4.84
C 0.05 -0.33 5.90
N -1.64 0.15 2.60
N -2.42 1.09 2.92
C -3.02 1.66 1.77
C -4.03 2.62 1.98
C -4.67 3.15 0.88
C -4.29 2.72 -0.40
C -3.28 1.80 -0.58
C -2.59 1.23 0.52
H 0.81 -2.18 6.69
H 0.05 -3.51 4.74
H -1.09 -2.38 2.84
H -0.76 1.36 4.84
H 0.39 0.26 6.74
H -4.30 2.90 2.99
H -5.46 3.88 1.01
H -4.80 3.13 -1.27
H -2.99 1.50 -1.58
N 6.79 1.06 -1.41
C 5.72 0.90 -0.52
C 5.84 0.06 0.59
C 4.78 -0.08 1.47
C 3.61 0.63 1.26
C 3.49 1.48 0.18
C 4.55 1.62 -0.70
S 2.26 0.37 2.37
O 2.73 -0.57 3.36
O 1.85 1.68 2.85
N 0.99 -0.21 1.59
C 1.11 -1.40 0.95
N 2.30 -1.96 0.70
C 2.28 -3.06 -0.02
C 1.10 -3.65 -0.49
C -0.07 -3.03 -0.12
N -0.10 -1.93 0.62
H 7.44 0.28 -1.42
H 6.52 1.31 -2.34
H 6.76 -0.49 0.74
H 4.85 -0.75 2.31
H 2.57 2.02 0.01
H 4.44 2.28 -1.56
H 3.24 -3.51 -0.24
H 1.10 -4.55 -1.09
H -1.04 -3.44 -0.41
N -0.11 3.47 2.02
C -0.51 3.46 0.75
N -1.44 4.39 0.40
S 0.10 2.38 -0.38
H -0.56 4.05 2.70
H 0.57 2.76 2.32
H -2.05 4.74 1.13
H -1.91 4.17 -0.46
O 1.09 -0.43 -1.82
C -0.10 -0.43 -2.15
O -1.10 -0.27 -1.38
C -0.44 -0.63 -3.61
C -1.68 -0.29 -4.12
C -2.00 -0.47 -5.47
C -1.01 -1.01 -6.26
O -1.07 -1.29 -7.61
C 0.23 -1.76 -7.96
O 1.00 -1.88 -6.77
C 0.22 -1.35 -5.76
C 0.55 -1.17 -4.44
H -2.42 0.11 -3.44
H -2.96 -0.20 -5.88
H 0.71 -1.04 -8.64
H 0.14 -2.74 -8.43
H 1.52 -1.42 -4.04
Cl -5.80 -3.64 0.51
C -4.97 -2.12 0.98
Cl -3.39 -1.94 0.26
H -4.87 -2.12 2.05
H -5.59 -1.29 0.64
*
```

Taken from the Mulliken analysis, the atomic charges in e are: 0.04 -0.54 -0.70 -0.34 -0.01 -0.04 -0.56 1.16 -1.11 0.66 -0.61 -0.52 -0.57 -0.22 0.39 0.37 0.39 0.38 0.37 0.35 0.43 0.34 0.37 0.28 -0.62 1.16 -0.74 -0.35 -0.63 0.04 -1.06 1.57 -0.84 -1.08 -0.04 0.78 -0.45 -0.55 -0.89 -0.52 0.22 0.22 0.22 0.26 0.51 0.22 0.30 0.44 0.42 0.41 -0.18 0.22 -0.40 -0.31 0.26 0.13 0.32 0.26 -0.53 0.28 -0.32 0.01 -0.28 -1.17 1.03 -0.52 -0.24 -0.52 0.97 -1.05 0.27 0.42 0.24 0.23 0.51 -0.21 -0.39 0.09 0.27 0.30

Entry 2:
The following is a DFT calculation (ωB97M-V/def2-TZVPD) of C32H29Cl3MnN6O2S as an isolated structure at a distorted geometry.

The calculation puts the electronic energy at -4645.4001 hartree. Its expectation value of S² is 4.1394. Its LUMO energy (spin up / spin down) is -2.698 / -3.003 eV. Its highest occupied orbital energy (spin up / spin down) is -0.1983 / -0.1983 hartree. The max |F| comes out at 3.42 eV Å⁻¹.

```
! RIJCOSX wB97M-V def2-TZVPD def2/J DEFGRID3
* xyz 0 4
Mn 0.12 -3.55 0.32
C 3.24 5.81 -1.03
C 2.32 6.54 -0.06
N 0.94 6.03 0.04
C -0.11 7.08 0.18
C -0.41 7.74 -1.24
C 0.69 4.71 0.34
S 1.95 3.68 0.88
N -0.58 4.33 0.07
C -1.09 3.12 0.03
O -0.47 2.04 0.27
C -2.53 2.91 -0.24
C -3.02 1.62 -0.16
C -4.33 1.37 -0.61
C -5.11 2.35 -1.09
C -4.61 3.67 -1.06
C -3.32 3.99 -0.68
H 4.20 6.32 -0.99
H 2.77 5.87 -2.02
H 3.41 4.77 -0.82
H 2.15 7.59 -0.33
H 2.72 6.57 0.96
H 0.26 7.81 0.91
H -1.00 6.59 0.58
H 0.45 8.39 -1.49
H -1.39 8.27 -1.17
H -0.37 6.94 -1.97
H -2.39 0.81 0.15
H -4.72 0.38 -0.59
H -6.05 2.08 -1.59
H -5.21 4.47 -1.44
H -2.85 4.93 -0.81
O 1.79 -2.55 -0.47
C 3.07 -2.76 -0.46
C 3.79 -1.55 -0.64
C 5.13 -1.65 -0.82
C 5.78 -2.92 -0.80
C 5.13 -4.06 -0.42
C 3.69 -3.97 -0.22
C 2.88 -5.09 0.08
N 1.53 -5.08 0.39
C 1.04 -6.37 0.36
C 2.10 -7.21 0.10
N 3.21 -6.43 -0.04
H 3.12 -0.68 -0.75
H 5.72 -0.76 -0.90
H 6.82 -2.99 -1.19
H 5.75 -4.91 -0.21
H -0.03 -6.57 0.51
H 2.09 -8.29 -0.06
H 4.15 -6.78 -0.23
Cl -0.92 -4.72 -2.45
C -2.48 -4.37 -1.78
C -3.58 -4.82 -2.58
C -4.84 -4.39 -2.25
C -5.04 -3.70 -1.02
C -3.97 -3.51 -0.13
Cl -4.25 -2.71 1.33
C -2.60 -3.66 -0.51
N -1.59 -3.09 0.04
H -3.38 -5.56 -3.39
H -5.74 -4.55 -2.85
H -5.98 -3.33 -0.62
Cl 0.47 -2.65 6.06
C 0.26 -2.05 4.45
C 0.07 -0.69 4.19
C -0.01 -0.26 2.85
C 0.02 -1.18 1.83
N 0.28 -2.48 2.06
C 0.51 -2.91 3.30
H 0.08 0.07 4.99
H -0.19 0.77 2.58
H -0.25 -0.87 0.85
H 0.70 -3.96 3.51
*
```

Taken from the Mulliken analysis, the atomic charges in e are: 0.24 -1.09 -0.71 0.37 -0.69 -1.16 -0.10 -0.44 -0.31 0.10 -0.66 0.84 -0.77 -0.12 -0.81 -0.20 -1.00 0.37 0.26 0.30 0.42 0.31 0.42 0.43 0.38 0.35 0.31 0.52 0.49 0.33 0.38 0.50 -0.53 1.07 -0.70 -0.49 -0.64 -0.95 -0.12 0.56 0.33 -0.41 -0.62 -0.06 0.54 0.43 0.34 0.35 0.41 0.39 0.21 -0.17 1.10 -0.70 -0.36 -0.63 0.43 -0.14 -0.28 -0.37 0.35 0.39 0.39 -0.20 -0.01 -0.17 -0.79 -0.21 0.23 -0.26 0.43 0.50 0.65 0.45

Entry 3:
The following is a DFT calculation (ωB97M-V/def2-TZVPD) of C32H29ClN4OS4W as an isolated structure at a distorted geometry.

The calculation puts the electronic energy at -3651.2248 hartree. Its expectation value of S² is 2.0396. Its LUMO energy (spin up / spin down) is 4.245 / 4.243 eV. The energy above the lowest of the compared OMol25 structures with the same formula, charge and spin is 94.4 kJ/mol. Its highest occupied orbital energy (spin up / spin down) is -0.0188 / -0.0226 hartree. The max |F| comes out at 1.71 eV Å⁻¹.

```
! RIJCOSX wB97M-V def2-TZVPD def2/J DEFGRID3
* xyz -2 3
W 0.09 -1.27 -0.07
Cl -6.53 -2.41 2.55
C -4.86 -2.21 2.03
C -3.82 -2.46 3.01
C -2.53 -2.34 2.67
C -2.05 -1.98 1.29
O -1.22 -0.84 1.34
C -3.22 -1.71 0.35
C -2.91 -1.32 -0.92
N -1.65 -1.11 -1.35
C -1.41 -0.79 -2.66
C -2.26 -0.97 -3.74
C -1.87 -0.55 -5.02
C -0.66 0.05 -5.24
C 0.24 0.23 -4.17
C 1.51 0.83 -4.31
C 2.24 1.07 -3.18
C 1.77 0.66 -1.93
N 0.65 -0.04 -1.78
C -0.13 -0.20 -2.89
C -4.58 -1.84 0.78
H -4.10 -2.73 4.02
H -1.74 -2.51 3.40
H -3.73 -1.14 -1.62
H -3.21 -1.47 -3.60
H -2.55 -0.72 -5.86
H -0.38 0.38 -6.24
H 1.88 1.10 -5.29
H 3.20 1.57 -3.22
H 2.31 0.91 -1.04
H -5.37 -1.63 0.06
C -2.49 2.00 1.46
C -1.71 2.03 0.15
C -0.37 2.70 0.31
C -0.31 4.07 0.13
C 0.87 4.78 0.32
C 2.01 4.09 0.67
C 2.00 2.71 0.85
C 3.34 2.03 1.09
C 3.96 2.34 2.46
C 0.79 2.00 0.71
N 0.77 0.60 0.95
C 1.26 0.22 2.12
C 1.67 -1.09 2.33
C 2.41 -1.71 3.36
C 2.63 -3.01 2.92
C 2.02 -3.14 1.67
N 1.45 -2.00 1.30
H -3.52 1.67 1.29
H -2.51 2.98 1.94
H -2.04 1.28 2.14
H -2.28 2.56 -0.61
H -1.57 1.01 -0.19
H -1.21 4.60 -0.17
H 0.90 5.86 0.17
H 2.96 4.61 0.77
H 4.03 2.37 0.32
H 3.25 0.95 0.98
H 4.17 3.41 2.56
H 4.90 1.79 2.57
H 3.30 2.04 3.27
H 1.39 0.97 2.90
H 2.74 -1.25 4.28
H 3.19 -3.78 3.44
H 2.01 -4.00 1.01
S 0.55 -3.22 -1.69
S 1.83 -2.80 -3.27
S 3.83 -2.74 -2.60
S 4.07 -1.17 -1.35
C -1.10 -3.02 0.65
H -0.64 -3.61 1.44
H -1.65 -3.70 0.00
*
```

Taken from the Mulliken analysis, the atomic charges in e are: -0.61 -0.31 0.23 -0.81 -1.32 2.18 -0.39 -0.05 -0.47 0.94 0.31 -0.61 -0.85 -0.89 1.55 -1.13 -1.30 -0.89 1.48 -0.34 -1.21 0.38 0.43 0.21 0.45 0.35 0.36 0.35 0.43 1.00 0.35 -1.33 1.54 0.38 -0.55 -1.08 -0.63 1.12 -0.59 -1.45 -1.50 1.06 -0.72 0.16 -1.07 -0.81 -0.71 1.11 0.33 0.38 0.21 0.72 -1.50 0.41 0.34 0.40 0.61 0.10 0.38 0.41 0.29 0.72 0.49 0.41 0.51 -0.23 -0.22 -0.20 -0.44 -1.39 0.27 0.26

Entry 4:
The following is a DFT calculation (ωB97M-V/def2-TZVPD) of C32H29CoN6O6S3 as an isolated structure.

The calculation puts the electronic energy at -4594.3916 hartree. Its expectation value of S² is 3.7563. Its LUMO energy (spin up / spin down) is 2.311 / 2.310 eV. The energy above the lowest of the compared OMol25 structures with the same formula, charge and spin is 0.0 kJ/mol. Its highest occupied orbital energy (spin up / spin down) is -0.1783 / -0.1780 hartree. The max |F| comes out at 0.69 eV Å⁻¹.

```
! RIJCOSX wB97M-V def2-TZVPD def2/J DEFGRID3
* xyz -1 4
Co 0.18 -0.22 -0.39
C 3.38 -1.55 -0.56
N 2.23 -0.97 -1.20
C 2.35 -0.60 -2.42
C 1.21 -0.09 -3.12
C 1.06 0.39 -4.42
C -0.29 0.76 -4.53
C -0.88 0.47 -3.29
N 0.02 -0.06 -2.45
C 3.38 -3.07 -0.63
C 2.20 -3.78 -0.80
C 2.22 -5.17 -0.84
C 3.42 -5.86 -0.70
C 4.60 -5.15 -0.54
C 4.58 -3.77 -0.50
H 3.38 -1.25 0.49
H 4.32 -1.18 -1.00
H 3.31 -0.66 -2.95
H 1.83 0.47 -5.17
H -0.79 1.18 -5.39
H -1.89 0.67 -2.98
H 1.27 -3.25 -0.90
H 1.30 -5.72 -0.97
H 3.43 -6.94 -0.74
H 5.54 -5.68 -0.44
H 5.50 -3.21 -0.37
C -3.77 -1.46 -1.85
C -3.14 -1.81 -0.56
N -1.85 -1.74 -0.28
C -1.72 -2.24 1.00
C -2.95 -2.57 1.50
N -3.83 -2.31 0.49
C -3.43 -3.12 2.78
O -2.53 -3.33 3.72
O -4.62 -3.34 2.94
C -0.39 -2.28 1.64
O -0.28 -2.76 2.78
O 0.55 -1.77 0.96
H -3.01 -1.05 -2.51
H -4.55 -0.71 -1.71
H -4.22 -2.34 -2.32
H -4.83 -2.44 0.58
H -1.60 -3.06 3.40
O -1.16 1.24 -0.10
C -1.10 2.50 0.39
C 0.08 3.28 -0.22
C 0.56 3.10 -1.47
C 1.61 4.00 -1.80
C 1.91 4.85 -0.79
S 0.90 4.57 0.58
C -2.35 3.26 -0.08
C -2.74 4.56 0.06
C -3.97 4.84 -0.59
C -4.48 3.75 -1.22
S -3.47 2.38 -1.03
C -1.06 2.48 1.93
C -0.85 1.36 2.68
C -0.86 1.60 4.08
C -1.10 2.91 4.38
S -1.32 3.84 2.96
H 0.17 2.34 -2.14
H 2.13 3.99 -2.75
H 2.66 5.62 -0.75
H -2.16 5.30 0.59
H -4.44 5.82 -0.59
H -5.39 3.69 -1.80
H -0.71 0.40 2.23
H -0.72 0.83 4.82
H -1.19 3.37 5.35
N 2.64 1.96 2.65
C 2.20 0.87 1.96
N 2.38 -0.34 2.56
O 1.74 0.99 0.82
H 2.73 1.91 3.65
H 2.31 2.84 2.27
H 2.49 -0.39 3.55
H 1.90 -1.12 2.11
*
```

Taken from the Mulliken analysis, the atomic charges in e are: 1.98 -1.97 0.69 -0.06 0.21 -1.36 -1.00 -0.55 0.17 0.83 0.10 -0.91 -0.37 -0.55 -0.53 0.20 0.54 0.36 0.45 0.43 0.54 0.26 0.39 0.37 0.36 0.38 -1.14 0.23 -0.14 0.36 -0.12 -0.05 0.50 -0.59 -0.68 0.43 -0.91 -0.24 -0.01 0.30 0.43 0.24 0.39 -0.09 2.22 0.19 -0.35 -0.89 -0.53 -0.06 -0.54 -0.54 -0.77 -0.62 0.00 -0.41 -0.93 -0.88 -0.52 -0.02 0.37 0.42 0.46 0.45 0.39 0.45 0.55 0.45 0.46 -0.48 0.28 -0.26 -0.47 0.22 0.19 0.29 0.01

Entry 5:
The following is a DFT calculation (ωB97M-V/def2-TZVPD) of C32H29F3N6O5PPbS as an isolated structure.

The calculation puts the electronic energy at -3172.7133 hartree. Its LUMO energy is -8.121 eV. The energy above the lowest of the compared OMol25 structures with the same formula, charge and spin is 9.5 kJ/mol. Its highest occupied orbital energy is -0.5899 hartree. The max |F| comes out at 0.62 eV Å⁻¹.

```
! RIJCOSX wB97M-V def2-TZVPD def2/J DEFGRID3
* xyz 3 1
Pb -0.84 1.07 -1.12
F 0.14 -2.59 4.01
C -1.14 -2.21 3.90
F -1.79 -3.13 3.16
F -1.68 -2.21 5.12
C -1.25 -0.84 3.25
C -1.69 0.24 4.00
C -1.74 1.49 3.41
C -1.39 1.60 2.08
N -1.01 0.56 1.34
C -0.92 -0.65 1.91
S -0.50 -2.08 0.93
H -1.97 0.10 5.04
H -2.07 2.36 3.97
H -1.41 2.56 1.59
O 0.63 -0.53 -3.64
N 1.49 -1.17 -2.75
C 1.74 -2.43 -2.89
C 2.72 -3.16 -2.10
C 3.34 -4.19 -2.82
C 4.37 -4.94 -2.28
C 4.80 -4.68 -0.99
C 4.15 -3.70 -0.24
C 3.11 -2.93 -0.77
P 2.37 -1.83 0.45
C 2.41 -2.69 2.00
C 3.09 -2.17 3.10
C 3.19 -2.93 4.26
C 2.62 -4.19 4.32
C 1.95 -4.72 3.22
C 1.85 -3.98 2.06
C 3.22 -0.28 0.61
C 2.70 0.69 1.47
C 3.44 1.83 1.74
C 4.69 2.00 1.16
C 5.20 1.04 0.29
C 4.46 -0.10 0.01
H 0.75 -0.93 -4.52
H 1.27 -2.92 -3.72
H 3.01 -4.40 -3.83
H 4.83 -5.73 -2.86
H 5.61 -5.24 -0.55
H 4.47 -3.55 0.78
H 3.56 -1.20 3.06
H 3.73 -2.53 5.11
H 2.71 -4.77 5.23
H 1.52 -5.71 3.27
H 1.37 -4.42 1.19
H 1.74 0.54 1.95
H 3.05 2.57 2.42
H 5.28 2.87 1.39
H 6.18 1.17 -0.16
H 4.86 -0.86 -0.66
O 0.82 -1.53 0.04
O 1.92 -0.41 -1.85
N 1.74 4.58 0.02
C 1.48 3.42 -0.59
N 2.27 3.02 -1.59
O 0.47 2.74 -0.21
H 2.50 5.18 -0.26
H 1.09 4.92 0.71
H 3.08 3.57 -1.85
H 2.22 2.07 -1.93
O -4.32 -1.34 -0.42
C -3.33 -0.86 -0.63
N -5.23 5.78 -2.06
C -4.34 4.82 -1.78
C -3.30 5.02 -0.85
C -2.42 4.01 -0.60
N -2.48 2.80 -1.20
C -3.47 2.61 -2.10
C -4.40 3.56 -2.42
H -5.19 6.68 -1.60
H -5.97 5.64 -2.72
H -3.20 5.96 -0.33
H -1.60 4.16 0.10
H -3.51 1.64 -2.58
H -5.16 3.34 -3.15
*
```

Taken from the Mulliken analysis, the atomic charges in e are: 1.47 0.00 0.41 -0.23 -0.29 0.21 -0.51 -1.10 -0.10 0.38 0.02 -0.24 0.58 0.50 0.22 -0.45 0.41 -0.64 0.42 -1.06 -0.82 -0.86 -0.68 0.20 2.20 0.72 -0.48 -0.80 -0.62 -0.86 -0.65 1.02 -0.27 -0.81 -0.78 -0.88 -0.85 0.36 0.59 0.47 0.46 0.48 0.56 0.46 0.50 0.47 0.50 0.45 0.44 0.50 0.48 0.50 0.46 0.51 -0.44 -0.39 0.47 -0.27 -0.15 0.19 0.22 0.25 0.01 -0.14 0.17 -0.42 1.20 -1.05 -0.31 -0.15 -0.34 -0.95 0.21 0.21 0.36 0.49 0.48 0.37

Entry 6:
The following is a DFT calculation (ωB97M-V/def2-TZVPD) of C32H29N2OPdS as an isolated structure.

The calculation puts the electronic energy at -1947.3619 hartree. Its LUMO energy (spin up / spin down) is -2.814 / -2.815 eV. The energy above the lowest of the compared OMol25 structures with the same formula, charge and spin is 155.7 kJ/mol. Its highest occupied orbital energy (spin up / spin down) is -0.3927 / -0.3927 hartree. The max |F| comes out at 0.90 eV Å⁻¹.

```
! RIJCOSX wB97M-V def2-TZVPD def2/J DEFGRID3
* xyz 1 1
Pd -1.26 0.44 0.44
N -2.45 -1.11 -0.55
C -3.73 -0.82 -1.14
C -4.74 -1.77 -1.06
C -5.99 -1.52 -1.59
C -6.23 -0.30 -2.21
C -5.23 0.65 -2.28
C -3.95 0.42 -1.75
C -2.95 1.52 -1.76
C -3.03 2.52 -2.73
C -2.31 3.69 -2.64
C -1.49 3.92 -1.54
C -1.35 2.92 -0.59
C -2.04 1.73 -0.72
H -2.51 -1.96 0.00
H -1.76 -1.27 -1.28
H -4.53 -2.72 -0.57
H -6.77 -2.27 -1.52
H -7.21 -0.08 -2.61
H -5.45 1.61 -2.71
H -3.69 2.37 -3.58
H -2.39 4.44 -3.42
H -0.95 4.85 -1.43
H -0.67 3.06 0.25
N 0.73 0.50 -0.68
S 1.99 1.21 -0.02
C 3.22 -0.02 0.39
C 3.88 -0.74 -0.60
C 4.74 -1.76 -0.23
C 4.92 -2.07 1.12
C 4.25 -1.35 2.09
C 3.39 -0.32 1.73
C 2.85 2.13 -1.30
C 2.16 2.45 -2.45
C 2.79 3.23 -3.41
C 4.08 3.67 -3.21
C 4.76 3.35 -2.04
C 4.15 2.57 -1.08
H 1.01 -0.10 -1.46
H 3.75 -0.49 -1.65
H 5.27 -2.32 -0.99
H 5.59 -2.86 1.40
H 4.40 -1.58 3.14
H 2.86 0.25 2.48
H 1.13 2.12 -2.58
H 2.26 3.49 -4.32
H 4.57 4.27 -3.97
H 5.77 3.70 -1.89
H 4.67 2.31 -0.17
C -1.05 -0.44 5.00
C -0.75 -0.73 3.56
O -0.77 0.19 2.74
C -0.43 -2.12 3.14
C -0.14 -2.39 1.80
C 0.17 -3.67 1.39
C 0.21 -4.70 2.33
C -0.07 -4.44 3.66
C -0.38 -3.16 4.07
H -1.31 0.61 5.10
H -0.19 -0.67 5.62
H -1.88 -1.06 5.35
H -0.15 -1.58 1.08
H 0.41 -3.87 0.36
H 0.46 -5.71 2.01
H -0.03 -5.25 4.38
H -0.59 -2.97 5.11
*
```

Taken from the Mulliken analysis, the atomic charges in e are: -0.33 -0.25 0.45 -0.72 -0.58 -0.80 -0.86 0.80 0.86 -0.51 -0.88 -0.71 -0.59 0.86 0.22 0.22 0.38 0.39 0.40 0.45 0.51 0.42 0.45 0.47 -0.35 0.37 0.44 -0.44 -0.72 -0.44 -0.63 -0.29 0.43 -0.31 -0.66 -0.46 -0.64 -0.47 0.16 0.43 0.43 0.42 0.43 0.45 0.38 0.42 0.39 0.41 0.43 -1.55 0.83 -0.40 0.54 0.10 -1.16 -0.47 -0.77 -0.52 0.36 0.38 0.42 0.65 0.46 0.42 0.42 0.42